1.
{"formula": "C18H54B2CaF8O9", "method": "ωB97M-V/def2-TZVPD", "symbols": ["Ca", "F", "F", "F", "F", "F", "F", "F", "F", "O", "O", "O", "O", "O", "O", "O", "O", "O", "C", "C", "C", "C", "C", "C", "C", "C", "C", "C", "C", "C", "C", "C", "C", "C", "C", "C", "B", "B", "H", "H", "H", "H", "H", "H", "H", "H", "H", "H", "H", "H", "H", "H", "H", "H", "H", "H", "H", "H", "H", "H", "H", "H", "H", "H", "H", "H", "H", "H", "H", "H", "H", "H", "H", "H", "H", "H", "H", "H", "H", "H", "H", "H", "H", "H", "H", "H", "H", "H", "H", "H", "H", "H"], "positions_angstrom": [[-1.4287, -0.1854, -27.9945], [-1.3361, 2.1233, -28.1067], [-1.3310, -1.0955, -25.8630], [0.9208, -1.3481, -25.5092], [-3.2838, 2.8558, -29.1773], [-2.2586, 0.8800, -29.7574], [-1.2834, 2.9023, -30.2951], [0.0388, 0.6041, -26.4635], [-0.1971, 0.1654, -24.2373], [0.6398, 0.3993, -29.2413], [4.2175, 1.3786, -22.9607], [-0.0886, -2.2379, -28.1667], [-0.9483, -4.8256, -22.4856], [0.2243, -4.7087, -26.7749], [0.2608, -2.3335, -22.7010], [2.8590, 3.7514, -23.7016], [-3.4423, 0.3867, -27.0193], [-2.7130, -1.7555, -29.3658], [-2.3249, -4.5226, -22.6313], [-3.2621, -3.2224, -27.5323], [0.7135, -1.5672, -21.5676], [2.8035, 1.1090, -28.3291], [1.8723, -3.0509, -29.3700], [-3.4957, -2.8949, -28.9893], [0.3673, -2.8572, -29.3656], [-3.4460, 1.0357, -25.7320], [-3.9866, 0.1359, -24.6401], [0.1461, -2.1889, -20.3151], [1.5297, 1.5278, -29.0490], [-2.5962, -3.7559, -23.9305], [1.6796, 4.0284, -25.8189], [3.5366, 0.3675, -23.6836], [2.3169, -4.4148, -25.5155], [4.4132, -0.8481, -23.7525], [0.8154, -4.6158, -25.4710], [1.5824, 3.7069, -24.3368], [-2.0466, 2.2691, -29.3302], [-0.1300, -0.4185, -25.4890], [-3.2489, -3.7630, -29.6140], [2.8197, -5.2502, -26.0123], [0.9256, 4.4286, -23.8407], [-4.5628, -2.7113, -29.1662], [-0.4849, -3.9898, -22.6801], [0.9238, -0.0508, -30.0408], [-2.8486, -1.5716, -30.3005], [-4.7596, -0.5236, -25.0550], [0.5069, -3.2069, -20.1667], [-4.0465, 1.9442, -25.8088], [0.1024, -2.8452, -27.4328], [3.2012, 4.6486, -23.7410], [-4.3671, 0.2306, -27.2321], [3.3538, 0.3475, -28.8899], [0.7097, 4.0405, -26.3194], [5.3157, -0.6131, -24.3158], [-3.8885, -4.0563, -27.2138], [-0.9439, -2.2089, -20.3567], [-3.6549, -3.7342, -24.1967], [3.7912, 2.2235, -23.1641], [2.3121, 3.2816, -26.3064], [-2.6449, -3.8944, -21.7829], [2.1912, -3.5333, -30.2974], [0.4543, -5.5481, -27.1831], [-2.2290, -3.5007, -27.3245], [0.0738, -2.2000, -30.1844], [-2.9089, -5.4403, -22.5600], [2.3890, -2.0900, -29.3237], [3.4714, 1.9643, -28.2037], [-2.0100, -4.2029, -24.7358], [1.1788, 2.7057, -24.2018], [-2.4233, 1.3337, -25.5110], [-2.2578, -2.7263, -23.8009], [-3.5190, -2.3753, -26.8890], [0.9872, 2.2607, -28.4636], [-0.1254, -3.8269, -29.4783], [2.1605, 4.9931, -26.0046], [0.3630, -3.7387, -25.0145], [-4.4212, 0.7138, -23.8292], [0.5196, -1.8753, -23.5109], [3.2895, 0.6992, -24.7043], [3.8812, -1.6763, -24.2172], [4.6957, -1.1764, -22.7497], [2.6892, -4.3527, -24.4916], [0.4480, -1.6104, -19.4395], [2.5938, 0.6961, -27.3405], [1.7910, 1.9464, -30.0216], [2.5788, -3.4975, -26.0425], [0.3809, -0.5318, -21.6805], [2.1775, -3.6563, -28.5174], [1.8086, -1.5603, -21.5386], [2.5700, 0.1401, -23.2170], [-3.2191, -0.5404, -24.2665], [0.5681, -5.4859, -24.8616]], "atomic_forces_ev_per_a": [[0.5, -0.7, -0.7], [-0.2, 0.4, 0.1], [0.0, 0.0, 0.3], [-0.2, 0.2, -0.1], [0.3, -0.1, 0.3], [-0.2, 0.2, -0.3], [0.0, -0.2, 0.4], [0.3, -0.1, 0.3], [-0.4, -0.1, -0.1], [0.2, 0.3, -0.1], [0.0, -0.1, -0.1], [0.0, 0.1, 0.0], [-0.2, 0.0, -0.3], [-0.1, 0.1, -0.1], [0.2, 0.2, 0.2], [0.0, -0.2, 0.0], [-0.4, 0.0, 0.5], [-0.2, -0.2, 0.0], [-0.2, 0.6, 0.2], [0.0, 0.1, 0.3], [0.0, -0.1, -0.3], [0.0, -0.2, 0.1], [0.1, 0.2, -0.2], [-0.3, -0.6, 0.0], [0.3, 0.0, 0.2], [-0.1, 0.3, 0.3], [0.0, -0.6, -0.3], [0.0, 0.0, 0.2], [0.5, -0.4, 0.2], [0.2, -0.1, 0.3], [0.4, -0.2, -0.2], [-0.3, 0.3, -0.1], [0.0, -0.1, -0.1], [0.0, -0.3, 0.2], [0.3, 0.1, 0.1], [-0.2, 0.6, -0.3], [-0.4, 0.4, -1.2], [0.8, 0.0, 0.8], [0.2, 0.2, 0.0], [0.0, 0.0, 0.1], [-0.1, -0.2, 0.0], [0.1, 0.3, 0.0], [0.1, -0.2, 0.3], [0.0, -0.1, 0.0], [-0.1, 0.2, 0.0], [-0.1, 0.2, 0.1], [0.0, 0.0, -0.1], [0.1, 0.0, -0.1], [0.0, -0.1, -0.1], [0.0, 0.0, 0.0], [0.1, 0.0, -0.3], [-0.1, 0.1, -0.1], [0.0, -0.1, 0.1], [0.0, -0.1, 0.0], [-0.1, 0.0, -0.2], [0.0, 0.0, 0.0], [0.0, -0.1, 0.0], [0.0, 0.1, 0.1], [-0.1, 0.0, 0.0], [-0.1, -0.1, -0.1], [-0.1, -0.1, 0.1], [0.1, 0.0, 0.1], [0.0, 0.0, -0.1], [-0.2, -0.1, -0.1], [0.2, -0.2, -0.2], [0.0, 0.0, 0.2], [-0.1, 0.0, 0.0], [-0.2, 0.0, -0.1], [0.1, 0.0, 0.2], [0.1, 0.0, -0.2], [0.0, 0.0, -0.1], [0.1, 0.0, -0.1], [-0.1, 0.0, -0.1], [-0.1, 0.1, -0.1], [-0.1, 0.1, 0.2], [-0.1, -0.1, 0.0], [0.1, 0.0, 0.1], [0.0, 0.0, 0.1], [0.1, 0.1, 0.1], [0.0, 0.0, -0.2], [0.1, 0.1, 0.0], [0.1, 0.0, 0.0], [0.0, 0.1, -0.1], [-0.1, 0.0, 0.0], [-0.2, 0.1, 0.0], [0.0, 0.1, 0.0], [0.0, 0.0, 0.0], [0.1, 0.0, 0.0], [0.0, 0.0, 0.0], [0.0, -0.1, 0.1], [0.1, 0.1, 0.1], [-0.2, 0.0, 0.0]], "e_above_lowest_ev": 0.0000, "e_tot_ev": -79518.2829, "gap_ev": 9.42, "homo_ha": -0.3447}


2.
{"formula": "C2H7N3O", "method": "ωB97M-V/def2-TZVPD", "symbols": ["O", "N", "N", "N", "C", "C", "H", "H", "H", "H", "H", "H", "H"], "positions_angstrom": [[1.0635, 0.7987, 1.2633], [0.2323, 2.4457, -1.0612], [0.0401, -0.9878, 0.0932], [-0.0988, 1.0866, -0.6819], [-0.0490, -1.9762, 1.1824], [0.4747, 0.3321, 0.3200], [0.9196, 2.6157, -1.9417], [-0.8381, 2.9006, -1.0552], [-0.5950, -1.1497, -0.8551], [-1.4191, -2.2911, 1.5091], [-0.6477, 0.5848, -1.5115], [0.3007, -2.9991, 0.5320], [0.6167, -1.3603, 2.2067]], "atomic_forces_ev_per_a": [[0.4, -0.8, 0.0], [-2.3, 0.7, -0.1], [-1.5, -0.5, -1.4], [-1.1, 0.8, -4.7], [-1.3, -0.7, -0.2], [-1.9, -0.2, -0.8], [-2.7, -0.9, 2.5], [4.4, -1.0, -0.8], [2.4, 0.4, 3.8], [4.3, 1.2, -0.7], [1.9, 1.2, 2.8], [-0.5, 2.4, 3.0], [-2.1, -2.7, -3.4]], "e_above_lowest_ev": 5.8357, "e_tot_ev": -8700.4413, "gap_ev": 9.60, "homo_ha": -0.3355}


3.
{"formula": "C5H13NO", "method": "ωB97M-V/def2-TZVPD", "symbols": ["O", "N", "C", "C", "C", "C", "C", "H", "H", "H", "H", "H", "H", "H", "H", "H", "H", "H", "H", "H"], "positions_angstrom": [[0.2457, 3.2842, 2.3330], [-1.2941, 1.6123, 0.0210], [1.4876, -1.9315, -0.6903], [2.0247, -0.8006, -1.2053], [-0.8523, -0.6986, -0.5142], [-0.0275, -1.9563, -0.1960], [-0.9000, 0.3311, 0.6020], [0.0299, -2.2783, 0.8438], [-2.2086, 1.4435, -0.5097], [1.7187, 0.2380, -0.9086], [-0.5043, -0.2131, -1.4369], [-1.8221, -1.0729, -0.7941], [0.0861, 0.4389, 1.2472], [-0.4238, 1.8813, -0.4878], [-1.6578, -0.1168, 1.3711], [0.3866, 3.6234, 1.4611], [-0.5949, 2.7794, 2.1829], [2.6739, -0.8184, -2.0675], [2.1603, -2.7882, -0.4675], [-0.5282, -2.9575, -0.7841]], "atomic_forces_ev_per_a": [[-1.4, -0.8, 0.6], [-0.6, 0.3, 0.7], [-1.9, -0.6, 1.6], [0.3, 2.3, -0.7], [1.4, -1.1, 0.1], [1.9, -2.7, -2.1], [0.0, -1.5, 2.0], [-0.8, 0.3, 0.2], [2.4, 0.7, 0.3], [0.0, -0.7, -0.4], [0.4, -0.3, 0.3], [-1.0, 0.2, 0.3], [-1.7, -0.2, -1.7], [-1.8, -0.1, -0.4], [1.0, 1.3, -1.1], [0.4, 0.4, -0.8], [1.0, 0.4, 0.2], [0.7, 0.1, -0.1], [-0.9, -0.1, -0.3], [0.6, 2.1, 1.2]], "e_above_lowest_ev": 3.2600, "e_tot_ev": -8929.5001, "gap_ev": [2.79, 6.39], "spin_multiplicity": 2, "homo_ha": [0.0351, -0.1000], "total_charge": -1}


4.
{"formula": "C13H23F5NOPPdTe", "method": "ωB97M-V/def2-TZVPD", "symbols": ["Te", "Pd", "P", "F", "F", "F", "F", "F", "O", "N", "C", "C", "C", "C", "C", "C", "C", "C", "C", "C", "C", "C", "C", "H", "H", "H", "H", "H", "H", "H", "H", "H", "H", "H", "H", "H", "H", "H", "H", "H", "H", "H", "H", "H", "H", "H"], "positions_angstrom": [[1.5632, 3.4365, -0.5495], [1.9072, 0.3246, 0.4260], [1.2538, -0.4702, 2.4281], [2.8880, 2.0616, -0.9289], [0.7837, 3.0144, -2.2462], [2.6929, 4.6154, -1.5387], [2.5089, 3.9615, 1.0210], [0.2364, 4.7862, -0.3452], [0.5698, 2.1460, 0.3338], [-2.5333, 0.7500, -1.8326], [-0.3848, 0.1160, 2.9132], [0.0524, -3.5209, 0.1214], [0.5593, -2.3291, 0.6606], [-3.2933, -0.2934, -1.2199], [-0.5185, -2.3521, -1.9214], [-0.0939, 0.1130, -2.1865], [1.0261, -2.2480, 2.0956], [-0.4574, -3.5303, -1.1762], [0.0140, -1.1537, -1.4059], [2.3585, -0.2172, 3.8133], [0.6646, -1.2059, -0.1602], [-1.4855, 0.4384, -2.7744], [-2.5205, 2.0232, -1.1648], [3.3960, -0.3625, 3.4822], [-0.8271, -0.5988, 3.6246], [-3.5124, 2.2039, -0.7292], [-3.3409, -1.1622, -1.8885], [-0.9678, -2.3327, -2.9170], [-2.8468, -0.6081, -0.2584], [1.9885, -2.7552, 2.2746], [-0.8317, -4.4574, -1.6139], [-1.8332, -0.4046, -3.3933], [2.1221, -0.9063, 4.6346], [0.2939, -2.6428, 2.8229], [2.2275, 0.8233, 4.1434], [0.2116, 0.9485, -1.5526], [0.6158, 0.1089, -3.0322], [-2.2816, 2.8231, -1.8825], [3.3159, -0.7087, 0.6324], [-4.3086, 0.0821, -1.0177], [-1.0357, 0.2280, 2.0379], [3.1300, -0.8306, -0.1013], [-0.2489, 1.0961, 3.3884], [0.0729, -4.4226, 0.7336], [-1.3659, 1.3441, -3.3937], [-1.7653, 2.0688, -0.3572]], "atomic_forces_ev_per_a": [[-1.2, -0.4, -0.3], [-0.3, 1.8, -0.2], [-0.4, 0.0, -0.2], [-0.1, 0.8, 0.0], [0.7, 0.6, 0.9], [-1.0, -0.9, 1.1], [-0.4, -0.1, -1.2], [1.3, -0.6, -0.1], [1.1, 0.9, -0.4], [-0.3, 0.1, -0.8], [0.0, 0.1, 0.4], [-0.1, 0.3, 0.1], [0.0, -0.6, -0.6], [0.2, 0.1, 0.3], [0.3, 0.3, 0.4], [0.3, 0.6, -0.4], [0.4, 0.1, 0.5], [0.0, -0.1, -0.1], [0.0, -1.1, 0.1], [0.1, -0.1, 0.7], [-1.5, -0.5, -0.6], [-0.1, 0.2, 0.4], [0.4, -0.1, 0.2], [-0.3, 0.0, 0.2], [0.0, 0.3, -0.1], [0.2, 0.1, -0.1], [-0.1, 0.1, 0.2], [0.1, -0.2, 0.3], [-0.2, -0.3, 0.0], [-0.2, 0.0, -0.1], [0.1, 0.2, 0.2], [0.1, 0.4, 0.0], [0.2, 0.2, 0.0], [0.3, 0.0, -0.4], [0.2, -0.3, 0.0], [-0.2, -0.2, -0.2], [-0.1, -0.1, 0.2], [-0.1, -0.2, 0.2], [0.9, -0.1, 1.0], [0.1, -0.3, 0.0], [0.2, -0.1, 0.2], [0.2, -0.5, -1.1], [-0.2, -0.2, -0.1], [-0.2, 0.1, -0.2], [0.1, -0.4, -0.1], [-0.2, 0.1, -0.1]], "e_above_lowest_ev": 0.0000, "e_tot_ev": -51038.3608, "gap_ev": [6.12, 6.05], "spin_multiplicity": 3, "homo_ha": [-0.2701, -0.2710]}


5.
{"formula": "C4H12", "method": "ωB97M-V/def2-TZVPD", "symbols": ["C", "C", "C", "C", "H", "H", "H", "H", "H", "H", "H", "H", "H", "H", "H", "H"], "positions_angstrom": [[-2.0246, 1.3446, -0.3149], [-2.6279, -0.0051, -0.2424], [2.4471, -1.2662, -0.2220], [2.1315, -0.0898, 0.7504], [3.3844, -1.6702, 0.0646], [-3.7084, 0.0055, -0.1765], [-2.2326, -0.6420, -1.0062], [2.9534, 0.6554, 0.5467], [1.1339, 0.3296, 0.4497], [1.5297, -1.9442, -0.1812], [2.2243, -0.3818, 1.6978], [-2.0541, -0.5071, 0.5084], [-2.5855, 2.2471, -0.5391], [-1.6450, 1.4063, 0.7284], [-1.1300, 1.4221, -0.9039], [2.2038, -0.9043, -1.1597]], "atomic_forces_ev_per_a": [[1.4, 1.4, 1.9], [0.4, -0.9, -1.0], [-3.7, 0.1, 2.5], [0.5, 1.5, -5.2], [0.7, -0.8, -0.6], [0.0, -0.5, 0.3], [-0.7, -0.2, -1.6], [-1.1, -0.3, 0.4], [1.0, -0.1, 0.8], [1.6, -0.1, 0.7], [-0.1, -1.0, 4.0], [-0.8, -0.4, 1.5], [-0.6, -0.3, 0.0], [-0.1, 1.2, -0.6], [0.4, -0.3, -0.6], [1.1, 0.8, -2.4]], "e_above_lowest_ev": 1.4942, "e_tot_ev": -4341.0341, "gap_ev": 12.04, "homo_ha": -0.4044, "smiles": "CC.CC"}


6.
{"formula": "C10H18OSi", "method": "ωB97M-V/def2-TZVPD", "symbols": ["Si", "O", "C", "C", "C", "C", "C", "C", "C", "C", "C", "C", "H", "H", "H", "H", "H", "H", "H", "H", "H", "H", "H", "H", "H", "H", "H", "H", "H", "H"], "positions_angstrom": [[-0.9210, 0.2850, 0.6040], [1.6667, -0.8718, -2.1132], [-1.1766, -1.6029, 0.6603], [-3.1183, 1.7976, -0.3425], [3.2039, -0.7246, 1.5189], [3.0093, 0.5586, -0.6857], [-2.3553, -2.2106, 0.0536], [-1.0532, -2.3349, -0.6343], [-1.7872, 1.2112, -0.7789], [1.6363, -0.0608, -1.2203], [-1.9938, 2.7008, -0.7470], [2.8129, 0.6927, 0.8082], [-0.7903, -1.7935, -1.4442], [-0.9020, 1.0584, 1.9154], [2.5019, -1.4573, 1.3162], [-3.6108, 1.7330, 0.5940], [-1.5865, 3.4552, -0.0245], [2.9696, 1.6034, -1.0810], [1.7237, 0.9531, 1.0225], [4.3039, -1.0557, 1.2747], [3.4818, -0.6629, 2.5685], [-0.9336, -2.1656, 1.5623], [-2.8431, -3.0162, 0.4663], [-1.8260, 0.5955, -1.6791], [3.4320, 1.4388, 1.3335], [-2.2593, 3.1219, -1.7515], [-3.8051, 1.6387, -1.1218], [3.8513, 0.0213, -1.1566], [-3.1185, -1.6563, -0.4105], [-0.5124, -3.2518, -0.5073]], "atomic_forces_ev_per_a": [[1.7, -0.3, -0.9], [-0.7, 1.3, 1.4], [0.2, 1.8, 1.6], [0.2, 0.0, -0.9], [3.5, 2.5, -0.3], [-2.0, 1.6, -0.4], [-0.7, 0.6, -1.8], [0.0, -2.1, 2.6], [0.2, -1.1, 2.0], [0.8, -1.5, -0.9], [-1.0, 1.1, -1.0], [1.0, -2.0, 2.1], [0.5, 1.6, -2.6], [-0.1, -0.4, -0.6], [-1.2, -1.6, -0.3], [0.4, -0.1, 1.1], [0.0, -1.3, -0.7], [0.2, -0.7, -0.1], [1.3, -0.4, -0.3], [-2.1, 0.4, -0.8], [-1.3, 0.4, 0.6], [0.6, 0.5, -0.1], [-0.4, -2.1, 1.2], [0.2, 0.7, -0.1], [-0.2, 0.0, -0.7], [0.8, -0.1, 1.1], [-1.2, 0.1, -0.8], [-0.4, 0.1, 0.7], [-0.6, 1.3, -0.7], [0.1, -0.4, -0.3]], "e_above_lowest_ev": 6.7990, "e_tot_ev": -20580.8098, "gap_ev": [7.50, 6.48], "homo_ha": [-0.2692, -0.2364]}